Entry 1:
2 unconnected molecules or ions with the total composition C5H14N2O, computed with the ωB97M-V functional and the def2-TZVPD basis.

Structure (XYZ):
```
22
C5H14N2O (the ωB97M-V functional and the def2-TZVPD basis)
C 1.008 0.977 -1.749
C 2.137 0.438 -0.894
C 1.641 -0.662 -0.057
C 1.068 -0.451 1.177
N 0.574 -1.339 2.223
C -0.641 -0.684 2.927
N -0.398 1.075 -1.475
H 1.373 1.877 -2.246
H 0.893 0.090 -2.543
H 3.137 0.274 -1.517
H 2.301 1.323 -0.139
H 1.720 -1.653 -0.582
H 1.197 0.594 1.516
H 0.380 -2.259 1.899
H -0.012 0.140 3.377
H -1.412 -0.379 2.289
H -1.173 -1.570 3.603
H -0.539 1.901 -0.782
H -0.736 0.191 -1.094
H -4.732 0.668 -2.217
H -3.921 -0.635 -1.565
O -3.864 0.083 -2.150
```

HOMO energy   -8.12 eV
Net charge   0
SMILES   CN/C=C/CCN.O
Energy relative to the best compared isomer or geometry (same formula, charge and spin)   107.1 kcal per mole
Kohn-Sham gap   8.796 eV

Entry 2:
C5H14N2O in the gas phase, computed with the ωB97M-V functional and the def2-TZVPD basis.

Structure (XYZ):
```
22
C5H14N2O (the ωB97M-V functional and the def2-TZVPD basis)
C -0.898 -2.047 0.475
O -1.159 -2.588 1.789
C 0.157 -0.905 0.562
C -0.553 0.442 0.257
C 0.401 1.690 0.347
C 0.214 2.618 -0.817
N 0.355 2.034 -2.202
N 1.318 -1.178 -0.205
H -0.810 -2.894 -0.227
H -1.953 -1.794 0.261
H 0.321 -0.797 1.646
H -1.522 0.610 0.744
H -0.773 0.438 -0.842
H 1.399 1.278 0.565
H 0.105 2.237 1.249
H 0.847 3.514 -0.745
H -0.843 3.001 -0.892
H 1.132 2.423 -2.713
H 0.440 1.030 -2.292
H -0.366 -3.004 2.138
H 1.258 -1.045 -1.195
H 2.184 -1.236 0.290
```

HOMO energy   -8.90 eV
Net charge   0
SMILES   NCCC[C@H](N)CO
Energy relative to the best compared isomer or geometry (same formula, charge and spin)   64.2 kcal per mole
Kohn-Sham gap   9.851 eV

Entry 3:
2 unconnected molecules or ions with the total composition C5H14N2O, computed with the ωB97M-V functional and the def2-TZVPD basis.

Structure (XYZ):
```
22
C5H14N2O (the ωB97M-V functional and the def2-TZVPD basis)
N 1.873 1.617 0.108
C 0.819 0.648 -0.255
C -0.413 0.843 0.632
C -0.440 -0.018 1.934
C 0.257 -1.153 2.074
C 0.471 0.816 -1.694
N -0.398 -0.227 -2.294
H 2.682 1.273 0.579
H 1.480 2.531 0.220
H 1.136 -0.415 -0.016
H -1.290 0.529 0.015
H -0.443 1.896 0.901
H -1.228 0.036 2.674
H 1.102 -1.619 1.607
H 0.201 -1.809 2.976
H 1.291 1.143 -2.347
H -0.299 1.642 -1.833
H -1.108 -0.615 -1.666
H 0.217 -0.958 -2.637
H -2.074 -2.732 -0.685
H -1.773 -1.659 0.314
O -2.060 -1.768 -0.607
```

HOMO energy   -8.33 eV
Net charge   0
SMILES   C=CC[C@H](N)CN.O
Energy relative to the best compared isomer or geometry (same formula, charge and spin)   74.7 kcal per mole
Kohn-Sham gap   9.014 eV

Entry 4:
A gas-phase ion, C5H14N2O (charge +2), computed with the ωB97M-V functional and the def2-TZVPD basis.

Structure (XYZ):
```
22
C5H14N2O (the ωB97M-V functional and the def2-TZVPD basis)
C 0.955 -1.255 1.923
O 2.170 -0.717 2.534
C 0.837 -0.148 0.800
C -0.351 -0.273 -0.157
C -0.878 0.915 -0.929
C -2.841 0.937 -2.459
N -2.256 0.550 -1.403
N 2.199 -0.027 0.125
H 0.091 -1.420 2.567
H 1.268 -2.193 1.417
H 2.043 -0.563 3.499
H 0.848 0.854 1.312
H -1.169 -0.721 0.415
H -0.167 -1.084 -0.896
H -0.178 1.227 -1.716
H -1.010 1.739 -0.204
H -3.925 0.958 -2.684
H -2.347 1.276 -3.362
H -2.812 0.141 -0.642
H 2.171 0.691 -0.595
H 2.981 0.066 0.802
H 2.372 -0.952 -0.350
```

HOMO energy   -18.06 eV
Net charge   +2
SMILES   C=[NH+]CC[C@H]([NH3+])CO
Energy relative to the best compared isomer or geometry (same formula, charge and spin)   27.5 kcal per mole
Kohn-Sham gap   9.698 eV

Entry 5:
A molecular structure, C5H14N2O2, computed with the ωB97M-V functional and the def2-TZVPD basis.

Structure (XYZ):
```
23
C5H14N2O2 (the ωB97M-V functional and the def2-TZVPD basis)
C 1.558 -0.488 0.934
C 1.122 0.619 -0.049
N 1.119 -1.780 0.452
N 0.995 -0.190 2.252
O 1.374 1.880 0.519
O 1.408 0.483 -1.284
H 1.624 2.463 -0.210
H 2.659 -0.472 0.914
H 0.195 -1.992 0.804
H 1.433 -0.766 2.961
H 1.749 -2.526 0.712
H 1.144 0.784 2.490
C -1.488 0.611 -0.695
C -1.088 0.649 -2.074
C -2.187 -0.609 -0.146
H -1.827 1.553 -0.269
H -0.259 0.553 -0.043
H 0.170 0.507 -1.968
H -1.126 1.625 -2.551
H -1.464 -0.149 -2.709
H -3.232 -0.608 -0.470
H -1.715 -1.518 -0.514
H -2.165 -0.628 0.943
```

HOMO energy   -9.30 eV
Net charge   0
Energy relative to the best compared isomer or geometry (same formula, charge and spin)   73.7 kcal per mole
Kohn-Sham gap   9.841 eV

Entry 6:
2 unconnected molecules or ions with the total composition C5H14N2O2, computed with the ωB97M-V functional and the def2-TZVPD basis.

Structure (XYZ):
```
23
C5H14N2O2 (the ωB97M-V functional and the def2-TZVPD basis)
C 0.329 -1.506 -1.343
C 1.744 -1.890 -1.621
C -0.479 -2.179 -0.506
N 1.224 0.751 -0.047
H -0.090 -0.744 -1.988
H 2.076 0.815 0.502
H 1.255 1.446 -0.784
H 2.064 -2.716 -0.992
H -0.131 -3.072 -0.005
H 2.398 -1.037 -1.433
H 1.859 -2.173 -2.668
H -1.546 -2.021 -0.521
H -0.204 -0.896 0.886
C -2.229 1.477 0.502
C 0.097 1.017 0.834
N 0.405 2.067 1.776
O -0.940 1.378 -0.073
O -0.199 -0.114 1.547
H -0.099 1.922 2.640
H 0.172 2.975 1.395
H -2.416 0.647 1.189
H -2.935 1.425 -0.325
H -2.355 2.428 1.035
```

HOMO energy   -9.11 eV
Net charge   0
SMILES   COC(N)(N)O.C=CC
Energy relative to the best compared isomer or geometry (same formula, charge and spin)   44.0 kcal per mole
Kohn-Sham gap   10.093 eV

Copy entry 5 word for word.
A molecular structure, C5H14N2O2, computed with the ωB97M-V functional and the def2-TZVPD basis.

Structure (XYZ):
```
23
C5H14N2O2 (the ωB97M-V functional and the def2-TZVPD basis)
C 1.558 -0.488 0.934
C 1.122 0.619 -0.049
N 1.119 -1.780 0.452
N 0.995 -0.190 2.252
O 1.374 1.880 0.519
O 1.408 0.483 -1.284
H 1.624 2.463 -0.210
H 2.659 -0.472 0.914
H 0.195 -1.992 0.804
H 1.433 -0.766 2.961
H 1.749 -2.526 0.712
H 1.144 0.784 2.490
C -1.488 0.611 -0.695
C -1.088 0.649 -2.074
C -2.187 -0.609 -0.146
H -1.827 1.553 -0.269
H -0.259 0.553 -0.043
H 0.170 0.507 -1.968
H -1.126 1.625 -2.551
H -1.464 -0.149 -2.709
H -3.232 -0.608 -0.470
H -1.715 -1.518 -0.514
H -2.165 -0.628 0.943
```

HOMO energy   -9.30 eV
Net charge   0
Energy relative to the best compared isomer or geometry (same formula, charge and spin)   73.7 kcal per mole
Kohn-Sham gap   9.841 eV

> The lowest HOMO energy belongs to which entry?

number 4